Below is an isolated ion of composition C4H11NO and charge +1 in a non-equilibrium geometry, with properties calculated with the ωB97M-V functional and the def2-TZVPD basis.

The total charge is +1. The value obtained for the gap between HOMO and LUMO (spin up / spin down) is 11.7 / 7.2 eV. The value obtained for the total energy is -7854.482 eV. Its relative energy (zero: lowest compared OMol25 entry of this formula, charge and spin) is 179.4 kJ/mol. The spin multiplicity is 2. Its LUMO energy (spin up / spin down) is -2.900 / -7.483 eV.

Last column: Löwdin spin population.
Geometry (Å):
C -0.38881 -1.84036 0.17120  0.0704
N 0.20796 -0.55927 0.40345  0.6335
C 1.12202 -0.30657 1.52224  0.0622
C -0.60544 0.56327 -0.00635  0.0500
C -0.21685 1.12040 -1.37437  0.0387
O -0.05292 2.50738 -1.31075  0.0153
H 0.38490 -2.60676 0.22197  0.0072
H -1.15555 -2.09175 0.91002  0.0389
H -0.78467 -1.83398 -0.84795  0.0081
H 1.90704 -1.06601 1.40443  0.0074
H 0.64145 -0.33143 2.50039  0.0360
H 1.49163 0.71999 1.49744  0.0064
H -0.72148 1.25704 0.85463  0.0098
H -1.70826 0.43993 0.00998  0.0092
H -1.06477 0.79176 -1.99708  0.0061
H 0.56966 0.50965 -1.82033  0.0003
H 0.37410 2.72673 -2.13892  0.0006